{"formula": "C3H7NO", "method": "ωB97M-V/def2-TZVPD", "relative_energy_kj_mol": 269.3, "energy_ha": -248.42391, "fmax_ev_per_a": 4.2, "smiles": "CC/C=N/O", "symbols": ["C", "C", "C", "N", "O", "H", "H", "H", "H", "H", "H", "H"], "xyz": [[-0.160, 2.181, -0.157], [-0.760, 0.995, 0.566], [0.170, -0.233, 0.435], [-0.180, -1.191, -0.290], [0.837, -2.042, -0.459], [-0.172, 2.119, -1.296], [0.895, 2.457, 0.141], [-0.758, 3.039, 0.176], [-0.804, 1.325, 1.633], [-1.755, 0.851, 0.222], [1.180, -0.050, 0.875], [0.470, -2.730, -1.115]], "atomic_forces_ev_per_a": [[0.7950, 1.2393, -0.9959], [1.8973, -0.4185, 1.2341], [-0.8654, 2.8510, 0.7402], [-0.9798, 0.9098, 0.0892], [0.6115, -3.5972, -2.1021], [-0.1118, -0.0577, 1.4906], [-0.9646, -0.6522, -0.2030], [0.1104, 0.1053, -0.5208], [-0.0939, -0.5831, -0.5619], [-0.7700, -0.5771, -0.2999], [-0.5855, -0.7307, -0.4745], [0.9568, 1.5112, 1.6040]]}